Entry 1:
Molecular formula: C58H124BN6O19
Method: DFT, the ωB97M-V functional and the def2-TZVPD basis

Properties
molar mass	1220.46	g/mol
net charge	-2
lowest unoccupied orbital energy (spin up / spin down)	3.392 / 3.392	eV
maximum force	6.58	eV/A
gap between HOMO and LUMO (spin up / spin down)	2.438 / 6.434	eV
E	-110672.4206	eV
spin multiplicity	2

Geometry as XYZ:
```
208
C58H124BN6O19 the ωB97M-V functional and the def2-TZVPD basis
O 2.1907 1.8509 3.3079
C 1.7425 1.0569 2.4276
O 0.9043 0.1457 2.5867
B 0.4241 -0.4070 1.3187
O 1.3943 0.1579 0.3496
C 2.0411 1.1095 0.8815
O 2.8905 1.7930 0.3594
O -0.9746 -0.0972 0.9135
C -1.6884 -1.1803 0.5747
O -2.7482 -1.2855 -0.0283
C -0.7198 -2.3803 0.8186
O 0.3965 -1.9321 1.2937
O -1.0036 -3.5604 0.4981
C -2.9503 5.0181 -4.6944
C -2.5199 4.2871 -3.4336
C -3.6715 4.5747 -2.3964
C -3.6188 3.6184 -1.1771
C -3.5883 2.1275 -1.6881
C -2.4768 1.7822 -2.6675
N -2.4387 2.8230 -3.7485
O -1.5352 2.5624 -4.7489
C -1.1279 1.6770 -1.9381
C -2.8504 0.3528 -3.2520
C -1.1278 4.8837 -2.9245
H -2.9338 6.0990 -4.5548
H -3.9043 4.6492 -5.0712
H -2.1862 4.7327 -5.4175
H -3.6418 5.6297 -2.1240
H -4.6540 4.4175 -2.8415
H -4.4897 3.8605 -0.5680
H -2.6330 3.7748 -0.7391
H -4.5322 1.7917 -2.1176
H -3.4051 1.5158 -0.8047
H -0.2887 1.7052 -2.6331
H -0.9677 2.5263 -1.2739
H -1.0593 0.7041 -1.4515
H -3.8833 0.1451 -3.5311
H -2.3058 0.0687 -4.1524
H -2.5567 -0.5072 -2.6500
H -1.1451 5.9706 -3.0044
H -0.2308 4.6151 -3.4824
H -0.9543 4.6668 -1.8704
H -2.0956 2.5214 -5.5272
C -4.5460 -1.9564 5.9862
C -3.8627 -2.1558 4.5327
C -2.6263 -1.2299 4.4422
C -1.4354 -1.8202 5.1902
C -1.2023 -3.2588 4.6073
C -2.4235 -4.2416 4.8537
N -3.5726 -3.5713 4.2345
O -4.6866 -4.3059 4.3975
C -2.1225 -5.5160 3.9450
C -2.5084 -4.6635 6.2828
C -4.7838 -1.5678 3.4268
H -3.9180 -2.2225 6.8365
H -5.5482 -2.3579 6.1360
H -4.7043 -0.8825 6.0855
H -2.3768 -1.0704 3.3932
H -2.9300 -0.3033 4.9292
H -1.5453 -1.7630 6.2731
H -0.5505 -1.2200 4.9789
H -0.3094 -3.6586 5.0880
H -0.8895 -3.0943 3.5761
H -1.8663 -5.1307 2.9581
H -1.2240 -6.0015 4.3260
H -2.9618 -6.1924 3.7834
H -1.5778 -5.1077 6.6360
H -2.6469 -3.8822 7.0302
H -3.3239 -5.3386 6.5420
H -4.7715 -0.4786 3.3867
H -5.8540 -1.7689 3.4754
H -4.3935 -1.7144 2.4197
H -4.8967 -4.5053 3.4822
C 7.4008 5.7735 6.2057
C 5.8814 5.8629 6.3717
C 5.4672 7.3289 6.2531
C 3.9646 7.6017 6.1698
C 3.4209 6.8239 4.8887
C 3.7622 5.2612 4.9574
N 5.1702 5.0642 5.3140
O 5.5565 3.6898 5.2569
C 2.7586 4.4708 5.8799
C 3.6071 4.8200 3.4592
C 5.5363 5.3811 7.8368
H 7.7159 4.7485 6.4016
H 7.9065 6.4664 6.8781
H 7.7507 6.0662 5.2157
H 5.7470 7.8966 7.1405
H 6.0964 7.8533 5.5340
H 3.7835 8.6668 6.0253
H 3.4685 7.2954 7.0908
H 3.7053 7.1964 3.9046
H 2.3326 6.7864 4.9348
H 2.5266 4.9700 6.8207
H 1.7265 4.4601 5.5297
H 3.1116 3.4397 5.8588
H 2.6001 5.0013 3.0834
H 4.2830 5.3255 2.7695
H 3.8757 3.7742 3.3101
H 6.0365 6.0586 8.5288
H 5.8214 4.3529 8.0593
H 4.4756 5.4556 8.0764
H 6.1219 3.7537 4.4837
C -4.0235 -4.8382 0.6772
C -5.5004 -5.2669 0.3875
C -5.7396 -5.2649 -1.0546
C -7.0326 -5.9131 -1.5807
C -7.2392 -7.3108 -0.9808
C -6.9330 -7.3752 0.5548
N -5.7046 -6.6062 0.8939
O -5.3567 -6.7585 2.1860
C -8.2130 -6.8201 1.3374
C -6.7205 -8.8297 0.8983
C -6.5376 -4.2589 0.9924
H -3.7910 -3.9808 0.0456
H -3.4338 -5.7361 0.4922
H -3.9821 -4.4995 1.7124
H -5.6268 -4.3166 -1.5801
H -4.9712 -5.8623 -1.5454
H -7.1419 -5.9354 -2.6650
H -7.8816 -5.2804 -1.3219
H -6.5951 -8.0004 -1.5265
H -8.2463 -7.6070 -1.2745
H -9.0057 -7.5581 1.4600
H -7.9422 -6.1559 2.1581
H -8.7915 -6.0919 0.7688
H -7.3808 -9.4587 0.3012
H -5.7645 -9.2368 0.5688
H -6.9151 -9.1282 1.9284
H -6.4109 -4.0748 2.0593
H -7.5986 -4.4505 0.8320
H -6.3599 -3.2619 0.5893
H -6.1918 -6.5127 2.5907
C -0.6409 -3.1714 -5.9531
C 0.8973 -2.9823 -5.6921
C 1.2514 -1.4656 -6.0368
C 0.6580 -0.5331 -4.9807
C 1.1821 -0.9175 -3.6865
C 0.8419 -2.3210 -3.2314
N 1.2056 -3.2861 -4.2421
O 1.1670 -4.6261 -3.9297
C 1.8448 -2.4133 -2.0235
C -0.6517 -2.3905 -2.7724
C 1.7017 -3.8141 -6.6365
H -0.8810 -4.1741 -5.5994
H -0.9050 -3.0909 -7.0075
H -1.2919 -2.4806 -5.4173
H 2.3043 -1.1959 -5.9536
H 0.9965 -1.1583 -7.0511
H -0.4292 -0.6100 -4.9664
H 1.0027 0.4860 -5.1562
H 0.6196 -0.3769 -2.9253
H 2.2213 -0.6072 -3.7952
H 1.6996 -1.7411 -1.1778
H 1.8073 -3.3842 -1.5294
H 2.8648 -2.2643 -2.3777
H -1.0001 -3.3872 -2.5014
H -0.9342 -1.7504 -1.9366
H -1.4048 -2.1901 -3.5346
H 2.7707 -3.7340 -6.4394
H 1.7581 -3.4084 -7.6466
H 1.4740 -4.8717 -6.5034
H 0.2977 -4.9770 -4.1366
C 5.6498 2.3717 -7.2970
C 5.6047 2.7552 -5.7754
C 6.1184 4.1959 -5.6906
C 5.8596 4.8071 -4.2669
C 4.3952 4.6169 -3.8163
C 3.8741 3.1693 -3.8623
N 4.2456 2.6758 -5.1570
O 3.6482 1.4672 -5.4424
C 4.3191 2.3533 -2.7070
C 2.3453 3.3042 -3.8267
C 6.5488 1.7984 -5.0370
H 5.0326 2.9373 -7.9950
H 5.2506 1.3834 -7.5251
H 6.6392 2.1966 -7.7195
H 7.1854 4.1304 -5.9036
H 5.5732 4.7878 -6.4258
H 5.9691 5.8766 -4.4466
H 6.6342 4.4699 -3.5781
H 4.0162 5.2195 -4.6417
H 4.3321 5.1166 -2.8497
H 3.8522 2.7305 -1.7971
H 3.9359 1.3370 -2.7992
H 5.3914 2.2250 -2.5592
H 1.9911 4.1382 -4.4327
H 1.7728 2.4377 -4.1575
H 2.0113 3.5121 -2.8102
H 7.3664 1.4615 -5.6742
H 6.0801 0.8944 -4.6479
H 6.9365 2.3205 -4.1623
H 4.2020 0.9049 -4.8959
O 3.9196 -1.7716 0.5927
H 3.5175 -1.1194 0.0189
H 3.2736 -2.4759 0.6452
O 0.5144 -5.6447 -0.3048
H -0.0214 -4.9669 0.1072
H -0.0936 -6.3660 -0.4666
O 5.5460 2.4168 1.0376
H 6.2648 2.4324 0.4056
H 4.7539 2.4348 0.5006
O 5.2638 0.7875 4.2675
H 5.6357 1.1592 5.0673
H 4.4699 1.2991 4.1117
O -0.2010 3.9380 2.1771
H 0.7468 3.9648 2.0464
H -0.3952 3.0146 2.3377
```



Entry 2:
Molecular formula: C23H25N3O3
Method: DFT, the ωB97M-V functional and the def2-TZVPD basis

Properties
relative energy (zero: lowest compared OMol25 entry of this formula, charge and spin)	51.7	kcal/mol
molar mass	391.47	g/mol
lowest unoccupied orbital energy	0.545	eV
maximum force	1.14	eV/A
gap between HOMO and LUMO	7.968	eV
E	-34870.2305	eV
spin multiplicity	1

Geometry as XYZ:
```
54
C23H25N3O3 the ωB97M-V functional and the def2-TZVPD basis
C -6.5698 1.3577 -6.1358
C -5.9381 2.7438 -6.1628
C -6.0597 3.4460 -4.8058
C -5.3310 2.6816 -3.7088
O -5.9100 2.0847 -2.8277
N -3.9782 2.7464 -3.8427
C -2.9805 2.1501 -3.0598
C -3.2538 1.3411 -1.9627
C -2.2255 0.7737 -1.2384
C -0.8854 0.9968 -1.5724
N 0.1470 0.4567 -0.8359
C -0.0935 -0.1805 0.4368
C 1.2130 -0.2584 1.2250
N 2.1625 -1.0871 0.5182
C 3.0833 -1.9098 1.0748
O 3.7630 -2.6625 0.4019
C 3.2568 -1.8218 2.5489
C 3.3943 -0.7502 3.3824
C 3.6885 -1.2822 4.6713
C 3.9316 -0.7403 5.9331
C 4.1776 -1.6072 6.9736
C 4.1860 -2.9920 6.7838
C 3.9485 -3.5538 5.5464
C 3.7040 -2.6818 4.4955
O 3.4492 -2.9936 3.2087
C 2.0157 -1.1099 -0.9259
C 1.4498 0.2164 -1.4184
C -0.6225 1.8243 -2.6705
C -1.6507 2.3812 -3.4006
H -6.4719 0.8743 -7.1052
H -7.6264 1.4275 -5.8890
H -6.0887 0.7336 -5.3865
H -6.4336 3.3558 -6.9203
H -4.8858 2.6565 -6.4465
H -5.6576 4.4599 -4.8716
H -7.1109 3.5065 -4.5219
H -3.6237 3.2949 -4.6140
H -4.2768 1.1520 -1.6850
H -2.4812 0.1352 -0.4086
H -0.5086 -1.1943 0.3232
H -0.8082 0.4212 1.0052
H 1.6098 0.7573 1.3503
H 1.0227 -0.6792 2.2146
H 3.3244 0.2852 3.1190
H 3.9257 0.3287 6.0815
H 4.3696 -1.2148 7.9611
H 4.3847 -3.6355 7.6273
H 3.9559 -4.6203 5.3904
H 3.0001 -1.2999 -1.3602
H 1.3537 -1.9319 -1.2255
H 1.3616 0.1704 -2.5064
H 2.1479 1.0272 -1.1632
H 0.3939 2.0526 -2.9495
H -1.4160 3.0153 -4.2453
```



Entry 3:
Molecular formula: C29H32Cl2N7O3PdSi2Te
Method: DFT, the ωB97M-V functional and the def2-TZVPD basis

Properties
relative energy (zero: lowest compared OMol25 entry of this formula, charge and spin)	86.9	kcal/mol
molar mass	887.72	g/mol
net charge	+1
lowest unoccupied orbital energy (spin up / spin down)	-4.220 / -5.541	eV
maximum force	6.14	eV/A
gap between HOMO and LUMO (spin up / spin down)	6.019 / 5.343	eV
E	-98725.7547	eV
spin multiplicity	5

Geometry as XYZ:
```
77
C29H32Cl2N7O3PdSi2Te the ωB97M-V functional and the def2-TZVPD basis
Pd -1.4470 -0.6349 0.9172
Cl 1.3001 -1.5279 7.2239
C 0.0645 -1.0154 5.9734
C 0.1380 -1.7635 4.7622
C -0.4670 -1.1124 3.6517
N -0.3438 -1.7293 2.4026
C 0.1744 -3.0224 2.1064
O 1.0496 -3.6082 2.7059
C -0.3046 -3.4450 0.7649
C -0.2597 -4.7754 0.4312
C -1.0164 -5.2821 -0.6476
C -1.8591 -4.4740 -1.2873
C -1.6415 -3.0942 -1.0606
N -1.0039 -2.5888 -0.0725
C -1.2771 0.0429 3.6881
C -1.4313 0.8132 5.0063
C -0.8879 0.1058 6.2059
Cl -0.8998 0.9217 7.6377
N -1.9286 0.4399 2.6522
C -2.5687 1.6281 2.5331
O -2.4209 2.5335 3.3130
C -3.3844 1.7356 1.2977
C -4.1982 2.8289 1.2108
C -4.8504 2.9969 0.0281
C -4.5796 2.0915 -0.9835
C -3.6901 1.0139 -0.8311
N -3.0790 0.8605 0.3340
H 0.8002 -2.6144 4.5611
H 0.4026 -5.4315 1.0762
H -0.8388 -6.3209 -0.8564
H -2.4291 -4.8451 -2.0544
H -2.0826 -2.4285 -1.7386
H -1.8696 1.7740 5.1817
H -4.3332 3.5465 1.9052
H -5.5835 3.7856 -0.1195
H -4.9343 2.2371 -1.9876
H -3.5832 0.4022 -1.7340
C 4.4014 1.0668 1.0489
Si 3.4107 2.6522 1.4189
C 3.2761 3.7637 -0.1518
C 4.0064 3.7097 2.7771
C 1.7066 2.0186 1.7799
Te 0.4741 1.4946 0.0262
C 1.7927 0.0541 -0.9450
Si 1.3813 -0.2951 -2.8185
C 2.0725 1.1148 -3.7651
C 1.6248 -2.0877 -3.2933
C -0.4249 0.0126 -2.8931
H 5.2604 0.9627 1.7493
H 4.7976 1.1418 0.0381
H 3.8931 0.0857 1.1070
H 4.2274 3.7464 -0.6917
H 3.1156 4.8248 0.0882
H 2.4984 3.3980 -0.7527
H 5.0352 4.1003 2.6843
H 3.9322 3.2049 3.7502
H 3.4559 4.6200 2.8407
H 1.0813 2.8160 2.2363
H 1.7909 1.1651 2.5260
H 1.7366 -0.7667 -0.2706
H 2.7539 0.5092 -0.7059
H 3.0441 0.9854 -4.3092
H 2.2472 2.0540 -3.2037
H 1.2650 1.3992 -4.4153
H 2.5660 -2.5941 -3.3339
H 1.0465 -2.1767 -4.1733
H 0.9683 -2.4936 -2.5180
H -0.4761 1.1106 -2.7452
H -0.9787 -0.4908 -2.0779
H -0.8890 -0.1324 -3.8436
O -1.0284 -3.7571 -5.4952
N -1.9818 -2.9679 -5.4919
C -1.8161 -1.6592 -5.9129
C -2.7455 -0.7127 -5.5658
N -3.2124 0.2849 -5.3449
C -0.5410 -1.1223 -6.4916
N 0.4959 -1.0838 -7.0591
```



- Which of these has the lowest E?
  C58H124BN6O19